82
Properties=species:S:1:pos:R:3 method="wB97M-V/def2-TZVPD" homo_ev=-8.39 e_tot_ev=-107076.8185 orbital_gap_ev=7.38 de_lowest_ev=0.1634
Sc -0.7773 -0.2623 -0.4104
Cl 6.5977 0.4417 -0.7043
C 4.8637 0.5008 -0.8218
C 4.2665 0.8831 -2.0285
C 2.9002 0.9439 -2.1379
C 2.0643 0.6063 -1.0531
O 0.7682 0.6945 -1.1780
C 2.6825 0.2091 0.1570
C 1.9248 -0.0930 1.3373
N 0.6518 -0.2816 1.3769
C 0.0090 -0.4760 2.6176
C 0.5551 -1.0793 3.7185
C -0.1795 -1.1761 4.9181
C -1.4427 -0.6685 5.0064
C -2.0460 -0.0703 3.8749
C -3.3531 0.4662 3.8854
C -3.8667 1.0050 2.7442
C -3.0963 0.9775 1.5662
N -1.8765 0.4905 1.5144
C -1.3291 -0.0045 2.6673
C 4.0870 0.1828 0.2574
H 4.8949 1.1332 -2.8730
H 2.4292 1.2450 -3.0638
H 2.4966 -0.1270 2.2674
H 1.5494 -1.5038 3.6708
H 0.2737 -1.6592 5.7733
H -2.0040 -0.7297 5.9299
H -3.9299 0.4391 4.8019
H -4.8609 1.4266 2.7115
H -3.5049 1.3467 0.6343
H 4.5507 -0.1030 1.1935
F 0.2174 -4.8142 -1.1565
C -0.3780 -4.2966 -0.0862
F -1.5313 -4.9364 0.1100
F 0.4091 -4.5212 0.9810
C -0.6014 -2.7767 -0.2340
O -1.3944 -2.2145 0.5461
O 0.0555 -2.1507 -1.1036
C -5.6239 -1.4579 -5.0808
C -4.8691 -0.1436 -4.9400
C -4.7234 0.5382 -6.2954
C -5.5717 0.7734 -3.9453
O -3.5673 -0.4996 -4.4572
Si -2.3928 0.3629 -3.7253
S -2.7666 0.4598 -1.6499
O -2.4378 1.8691 -4.3546
C -1.4591 2.8893 -4.5739
C -0.5940 3.0400 -3.3317
C -2.2439 4.1633 -4.8514
C -0.6075 2.5115 -5.7802
O -0.9478 -0.3383 -4.0250
C -0.5765 -1.5619 -4.6893
C -0.8671 -1.4297 -6.1800
C 0.9186 -1.7139 -4.4475
C -1.3383 -2.7404 -4.0955
H -6.6288 -1.2850 -5.4692
H -5.7007 -1.9512 -4.1113
H -5.0944 -2.1216 -5.7661
H -5.7059 0.7679 -6.7114
H -4.1984 -0.1179 -6.9922
H -4.1579 1.4639 -6.1924
H -6.5781 1.0082 -4.2968
H -5.0199 1.7076 -3.8299
H -5.6437 0.2891 -2.9709
H -1.2158 3.2483 -2.4590
H 0.1242 3.8537 -3.4503
H -0.0572 2.1126 -3.1403
H -2.8661 4.4145 -3.9915
H -2.8913 4.0251 -5.7187
H -1.5669 4.9956 -5.0504
H -0.0555 1.5943 -5.5766
H 0.1052 3.3074 -6.0062
H -1.2407 2.3536 -6.6552
H -0.3282 -0.5793 -6.6001
H -1.9352 -1.2883 -6.3474
H -0.5476 -2.3312 -6.7060
H 1.4502 -0.8470 -4.8444
H 1.2903 -2.6086 -4.9506
H 1.1231 -1.8028 -3.3810
H -2.4050 -2.6571 -4.3011
H -1.1806 -2.7634 -3.0194
H -0.9676 -3.6767 -4.5169

***

75
Properties=species:S:1:pos:R:3 method="wB97M-V/def2-TZVPD" homo_ev=-15.61 e_tot_ev=-105785.6291 orbital_gap_ev=5.09 de_lowest_ev=0.0959 total_charge=+3
Ir 0.5627 0.7462 -0.7127
C -1.9719 3.3578 2.3900
N -0.5491 3.6696 2.2299
C 0.0666 4.6688 3.1095
C 0.1617 2.9829 1.3409
N -0.3426 2.0386 0.5813
N 1.4921 3.3405 1.2082
C 2.4852 2.7375 0.4811
N 3.6952 3.3008 0.6073
N 2.2905 1.6853 -0.2686
H -2.4178 4.0965 3.0468
H -2.1069 2.3677 2.8323
H -2.4916 3.4212 1.4321
H -0.6920 5.0440 3.7870
H 0.4411 5.5236 2.5409
H 0.8556 4.2195 3.7135
H -1.3131 1.8543 0.7945
H 1.7772 4.1350 1.7592
H 3.8379 4.1576 1.1166
H 4.4650 2.9976 0.0328
H 3.1456 1.3643 -0.7021
C -3.8734 -1.1031 -5.9892
C -2.6327 -1.0338 -5.1590
C -2.6315 -0.3909 -3.9134
C -1.4783 -0.2957 -3.1635
C -1.5205 0.5026 -1.8851
C -0.3000 -0.8940 -3.6422
Te 1.3346 -0.9686 -2.3919
C -0.2715 -1.5727 -4.8767
C 0.9647 -2.2253 -5.4321
C -1.4449 -1.6061 -5.6145
H -4.7409 -0.7131 -5.4626
H -4.0767 -2.1308 -6.2929
H -3.7390 -0.5246 -6.9059
H -3.5512 0.0550 -3.5534
H -2.5365 0.5816 -1.4947
H -1.1879 1.5320 -2.0675
H -1.0635 -0.1080 -0.9758
H 1.5683 -2.7194 -4.6686
H 1.5958 -1.4881 -5.9331
H 0.6976 -2.9774 -6.1710
H -1.4433 -2.1097 -6.5741
C 3.1830 -0.8217 1.2934
Ge 1.2892 -1.0491 0.9146
C 1.2190 -2.6694 -0.1987
C 2.2236 -3.6351 -0.0662
C 2.2463 -4.7516 -0.8857
C 1.2798 -4.9313 -1.8849
C 0.2762 -4.0037 -2.0431
C 0.2358 -2.8754 -1.2032
C -0.1002 -0.8978 2.2486
C -1.2343 -1.6531 2.0254
C -2.3468 -1.5833 2.8836
C -2.3132 -0.7495 3.9665
C -1.1708 0.0453 4.2391
C -1.1318 0.8923 5.3727
C -0.0235 1.6465 5.6495
C 1.0925 1.5876 4.7938
C 1.0751 0.7854 3.6818
C -0.0479 -0.0195 3.3735
H 3.5131 -1.6410 1.9352
H 3.4278 0.1084 1.7958
H 3.7481 -0.8864 0.3609
H 2.9998 -3.5262 0.6792
H 3.0239 -5.4935 -0.7562
H 1.3141 -5.8091 -2.5164
H -0.5009 -4.1552 -2.7814
H -0.6499 -2.2541 -1.2279
H -1.2757 -2.3450 1.1906
H -3.2128 -2.2034 2.6965
H -3.1574 -0.6993 4.6433
H -1.9878 0.9150 6.0360
H 0.0066 2.2654 6.5366
H 1.9827 2.1557 5.0372
H 1.9557 0.7327 3.0563

***

79
Properties=species:S:1:pos:R:3 method="wB97M-V/def2-TZVPD" homo_ev="-4.83 / -8.09" e_tot_ev=-109716.2670 orbital_gap_ev="4.94 / 8.22" de_lowest_ev=0.2321 spin_multiplicity=3
Ti -0.5444 0.3162 1.0351
O -2.8143 -2.1900 3.4953
C -2.3639 -1.4413 2.6307
N -1.1701 -0.8356 2.6291
C -0.3142 -1.0943 3.7649
C 0.9156 -0.2326 3.6615
C 1.8331 -0.1083 4.6975
C 2.9357 0.7047 4.5243
C 3.1041 1.3806 3.3211
C 2.1548 1.2128 2.3360
N 1.0827 0.4263 2.5087
C -3.1681 -1.1313 1.3839
C -4.4874 -1.5204 1.2693
C -5.1571 -1.2242 0.0931
C -4.4818 -0.5694 -0.9243
C -3.1607 -0.2020 -0.7241
N -2.5282 -0.4606 0.4181
H 0.0041 -2.1455 3.7899
H -0.8326 -0.9082 4.7107
H 1.6678 -0.6449 5.6222
H 3.6587 0.8186 5.3217
H 3.9496 2.0306 3.1481
H 2.2307 1.7161 1.3790
H -4.9422 -2.0531 2.0919
H -6.1934 -1.5100 -0.0334
H -4.9657 -0.3297 -1.8610
H -2.5894 0.3185 -1.4826
C -1.7424 -5.0887 0.3950
C -0.8539 -4.2537 1.3071
S 0.0462 -2.8675 0.5719
C 0.9828 -3.5751 -0.7979
C 0.2487 -3.8560 -2.1178
S -0.9539 -2.5830 -2.6001
C -2.3680 -3.5856 -3.1162
C -2.8647 -4.6707 -2.1619
S -3.0769 -4.1720 -0.4313
H -2.1969 -5.8736 1.0021
H -1.1447 -5.5827 -0.3689
H -0.1367 -4.9263 1.7858
H -1.4431 -3.8001 2.1055
H 1.4869 -4.4854 -0.4644
H 1.7525 -2.8207 -0.9646
H -0.2800 -4.8039 -2.0648
H 0.9986 -3.9581 -2.9042
H -2.1802 -4.0428 -4.0909
H -3.1541 -2.8413 -3.2609
H -2.2163 -5.5460 -2.1823
H -3.8363 -5.0142 -2.5208
C 2.4943 -0.1993 -4.0108
C 3.1804 0.3321 -2.7592
N 2.5552 1.5333 -2.2311
C 3.0785 2.8036 -2.7141
C 4.1601 3.3745 -1.8065
C 1.5431 1.5254 -1.3051
S 0.9017 -0.0727 -0.9053
N 1.1767 2.6941 -0.8528
C 0.1842 2.9973 -0.0030
O -0.6283 2.0662 0.5387
C -0.0303 4.3615 0.3912
C -1.0547 4.7069 1.2937
C -1.2491 6.0219 1.6752
C -0.4375 7.0354 1.1766
C 0.5785 6.7071 0.2814
C 0.7833 5.3991 -0.1083
H 3.0317 -1.0659 -4.4021
H 2.4690 0.5641 -4.7910
H 1.4701 -0.4987 -3.7872
H 4.2203 0.5859 -2.9821
H 3.2010 -0.4319 -1.9837
H 2.2544 3.5091 -2.8029
H 3.4770 2.6293 -3.7165
H 3.7456 3.5753 -0.8186
H 4.5533 4.3078 -2.2138
H 4.9915 2.6742 -1.7014
H -1.6934 3.9265 1.6841
H -2.0443 6.2637 2.3700
H -0.5934 8.0629 1.4778
H 1.2171 7.4867 -0.1167
H 1.5731 5.1491 -0.8036

***

74
Properties=species:S:1:pos:R:3 method="wB97M-V/def2-TZVPD" homo_ev=-7.84 e_tot_ev=-42139.2372 orbital_gap_ev=7.86 de_lowest_ev=0.0000 smiles=Cc1ccccc1C[C@H](C#N)[C@H](C#N)CCN.c1cc[nH]c1.c1cc[nH]c1.c1cc[nH]c1.c1cc[nH]c1
C 2.0138 -2.6738 1.0216
C 2.4568 -1.7762 -0.1199
C 3.0479 -2.3225 -1.2537
C 3.4754 -1.5691 -2.3143
C 3.3510 -0.1893 -2.2780
C 2.7665 0.3677 -1.1691
C 2.2989 -0.3918 -0.1014
C 1.6218 0.3459 1.0647
C 0.4328 1.2010 0.5181
C 0.6714 2.6393 0.8445
N 0.9537 3.7627 0.9450
C -0.9622 0.7383 1.0368
C -1.1864 1.1168 2.4542
N -1.6105 1.5419 3.4486
C -1.1344 -0.7885 0.8177
C -2.6470 -1.0872 0.6644
N -3.1328 -0.7005 -0.6854
H 2.6381 -3.5725 1.1008
H 0.9896 -3.0083 0.8084
H 2.0644 -2.1857 2.0002
H 3.1861 -3.4016 -1.3363
H 3.9352 -2.0128 -3.1946
H 3.6875 0.4741 -3.0712
H 2.6325 1.4477 -1.0794
H 2.3818 1.0469 1.4342
H 1.3313 -0.3683 1.8344
H 0.3715 1.1296 -0.5739
H -1.6954 1.2015 0.3619
H -0.6846 -1.0713 -0.1460
H -0.6912 -1.3755 1.6295
H -2.8283 -2.1618 0.8000
H -3.2035 -0.4947 1.4004
H -4.0760 -0.3607 -0.5287
H -3.2385 -1.5270 -1.2621
C -5.2495 4.4040 5.3185
C -4.4881 4.8857 6.4150
C -3.2833 4.2317 6.3908
N -3.2894 3.3733 5.3276
C -4.4800 3.4750 4.6666
H -6.2459 4.7051 5.0392
H -4.7890 5.6266 7.1374
H -2.4255 4.3032 7.0379
H -2.5337 2.7600 5.0686
H -4.6778 2.8785 3.7920
C 2.3549 2.3150 -6.9665
C 1.3399 1.3853 -7.3169
C 0.8194 0.8909 -6.1509
N 1.4825 1.4821 -5.1101
C 2.4166 2.3549 -5.5993
H 2.9679 2.8891 -7.6412
H 1.0280 1.1118 -8.3112
H 0.0383 0.1715 -5.9718
H 1.3103 1.3033 -4.1377
H 3.0427 2.9258 -4.9340
C -6.8441 -3.6198 0.6409
C -5.6254 -4.3463 0.7067
C -4.9699 -4.1504 -0.4792
N -5.7465 -3.3369 -1.2610
C -6.8881 -3.0055 -0.5823
H -7.6007 -3.5547 1.4050
H -5.2711 -4.9432 1.5309
H -4.0217 -4.5177 -0.8357
H -5.5146 -3.0307 -2.1878
H -7.6302 -2.3648 -1.0278
C 7.5584 -0.5702 -0.3205
C 7.3868 0.2683 0.8111
C 6.0895 0.1255 1.2287
N 5.4692 -0.7614 0.3918
C 6.3593 -1.1940 -0.5515
H 8.4585 -0.7019 -0.8983
H 8.1296 0.9023 1.2667
H 5.5551 0.5792 2.0470
H 4.5004 -1.0483 0.4675
H 6.0650 -1.9038 -1.3034

***

83
Properties=species:S:1:pos:R:3 method="wB97M-V/def2-TZVPD" homo_ev="-16.09 / -16.08" e_tot_ev=-247065.6787 orbital_gap_ev="4.90 / 4.90" total_charge=+3
Tc 0.0038 0.4338 0.0066
C 0.8845 2.5785 2.6817
C 1.4420 1.1978 2.9802
S 1.9094 0.1651 1.5366
C 3.2980 1.0834 0.7260
C 3.1992 1.0831 -0.7881
S 1.5589 1.4825 -1.4927
C 1.3547 3.2814 -1.3064
C 1.1623 3.7631 0.1164
S -0.0300 2.7367 1.0900
H 0.1532 2.8338 3.4501
H 1.6486 3.3548 2.6869
H 2.3026 1.2622 3.6474
H 0.6798 0.5742 3.4496
H 3.3338 2.0848 1.1461
H 4.2087 0.5571 1.0178
H 3.9242 1.7779 -1.2131
H 3.4054 0.0897 -1.1939
H 2.2242 3.7636 -1.7551
H 0.4842 3.5124 -1.9226
H 2.1075 3.8023 0.6548
H 0.7327 4.7677 0.1088
S -3.4652 0.5224 -4.4651
As -4.8581 1.2297 -3.1909
S -1.3154 -0.5297 -1.6749
S -1.6684 1.4704 -1.6449
S -3.6083 1.7557 -1.1611
C 3.9242 -6.3612 1.7045
C 2.9631 -5.8557 0.6340
C 3.2550 -4.4243 0.1883
C 3.1016 -3.3755 1.2965
N 1.7546 -3.3549 1.8262
C 0.6635 -3.0512 1.1038
Se 0.7396 -2.1463 -0.5652
N -0.4532 -3.3478 1.7885
C -1.7925 -3.3175 1.2453
C -2.0741 -4.4513 0.2439
C -2.4862 -5.7704 0.9036
C -3.2387 -6.6639 -0.0729
C -0.0769 -3.7831 3.0431
C -0.8054 -4.1218 4.1811
C -0.0939 -4.4548 5.3153
C 1.3062 -4.4718 5.3272
C 2.0427 -4.1572 4.2057
C 1.3373 -3.7999 3.0594
H 3.7966 -7.4316 1.8343
H 3.7361 -5.8896 2.6654
H 4.9562 -6.1788 1.4171
H 1.9334 -5.9371 0.9936
H 3.0499 -6.5001 -0.2423
H 2.5821 -4.1587 -0.6406
H 4.2798 -4.3697 -0.1786
H 3.3313 -2.3870 0.8901
H 3.7824 -3.5973 2.1142
H -1.9359 -2.3480 0.7560
H -2.4887 -3.3882 2.0809
H -1.2035 -4.6075 -0.4005
H -2.8953 -4.1209 -0.3956
H -3.1374 -5.5663 1.7574
H -1.6100 -6.2967 1.2888
H -4.1566 -6.1839 -0.4071
H -3.5087 -7.6036 0.3981
H -2.6396 -6.8822 -0.9538
H -1.8820 -4.1217 4.1912
H -0.6228 -4.7092 6.2206
H 1.8202 -4.7312 6.2381
H 3.1210 -4.1643 4.2385
F -5.2551 -2.0911 7.6084
C -4.9975 -2.8210 6.5245
F -6.1424 -3.3245 6.0763
F -4.2264 -3.8527 6.9148
C -4.2595 -2.0270 5.4705
C -2.9909 -1.5527 5.7926
C -2.2219 -0.9414 4.8286
C -2.7359 -0.7568 3.5356
C -4.0453 -1.1694 3.2450
C -4.7937 -1.8198 4.2035
C -1.9131 -0.2487 2.5179
C -1.1571 0.0111 1.5936
H -2.6109 -1.6746 6.7949
H -1.2332 -0.5886 5.0740
H -4.4438 -1.0137 2.2558
H -5.7820 -2.1807 3.9640

***

80
Properties=species:S:1:pos:R:3 method="wB97M-V/def2-TZVPD" homo_ev=-15.88 e_tot_ev=-72616.5373 orbital_gap_ev=5.23 de_lowest_ev=2.3760 total_charge=+3
Sn -2.1160 -0.2321 0.4750
N -2.5252 1.5021 2.1993
N -3.8383 1.9090 2.4956
C -4.9299 1.3944 1.8866
N -6.1173 1.8473 2.2386
S -4.7957 0.2106 0.6880
H -2.1189 1.0712 3.0258
H -1.9749 2.3272 1.9711
H -3.9681 2.5807 3.2401
H -6.2424 2.5408 2.9628
H -6.9491 1.4823 1.7997
C 4.4051 -1.3010 3.8213
C 3.5809 -0.0466 4.1687
C 3.2934 -0.0397 5.6697
C 4.3597 1.2269 3.7989
C 2.3099 -0.0952 3.3381
C 1.0402 -0.2020 3.9121
C -0.0672 -0.2382 3.0938
N 0.0245 -0.1775 1.7556
C 1.2233 -0.1019 1.1780
C 2.3699 -0.0563 1.9413
C 1.2157 -0.0957 -0.3006
C 2.3580 -0.0449 -1.0680
C 2.2883 -0.0588 -2.4633
C 1.0115 -0.1255 -3.0245
C -0.0891 -0.1777 -2.1957
N 0.0081 -0.1621 -0.8613
C 3.5511 -0.0236 -3.3043
C 3.2525 -0.0213 -4.8034
C 4.3766 -1.2790 -2.9656
C 4.3468 1.2451 -2.9536
H 5.3000 -1.3249 4.4430
H 4.7168 -1.3065 2.7751
H 3.8374 -2.2126 4.0177
H 4.2340 0.0271 6.2148
H 2.8000 -0.9589 5.9931
H 2.6911 0.8235 5.9632
H 5.2579 1.2904 4.4127
H 3.7642 2.1226 3.9883
H 4.6678 1.2309 2.7519
H 0.9078 -0.2566 4.9827
H -1.0619 -0.3418 3.5087
H 3.3323 0.0077 1.4559
H 3.3243 0.0045 -0.5892
H 0.8623 -0.1378 -4.0938
H -1.0858 -0.2385 -2.6074
H 2.7152 -0.9202 -5.1139
H 4.1922 -0.0045 -5.3538
H 2.6887 0.8652 -5.1034
H 3.8124 -2.1910 -3.1705
H 4.6903 -1.2927 -1.9200
H 5.2720 -1.2944 -3.5869
H 3.7630 2.1461 -3.1530
H 5.2415 1.2867 -3.5744
H 4.6615 1.2586 -1.9085
N -3.8767 -0.2366 -2.8066
C -3.4631 1.0245 -2.4479
C -3.9017 2.1030 -3.2291
C -3.5015 3.3755 -2.9156
C -2.6473 3.5754 -1.8229
C -2.2568 2.4793 -1.1136
N -2.6601 1.2105 -1.4034
C -3.4924 -1.4957 -2.3947
C -3.9049 -2.5792 -3.1765
C -3.5135 -3.8509 -2.8412
C -2.7056 -4.0453 -1.7160
C -2.3557 -2.9482 -0.9894
N -2.7418 -1.6774 -1.3054
H -4.5113 -0.2448 -3.5900
H -4.5451 1.9210 -4.0813
H -3.8361 4.2147 -3.5113
H -2.3061 4.5636 -1.5487
H -1.5837 2.5722 -0.2678
H -4.5217 -2.4054 -4.0493
H -3.8230 -4.6925 -3.4472
H -2.3772 -5.0312 -1.4212
H -1.7387 -3.0471 -0.1030
S -3.6535 -3.9953 3.2817
C -3.1499 -2.6459 2.6469
N -2.8005 -1.5851 2.2012